Entry from the OMol25 dataset: C49H64BCoN7O6 as an isolated structure (wB97M-V/def2-TZVPD).

```
128
C49H64BCoN7O6, DFT wB97M-V/def2-TZVPD
Co 0.088 -0.243 -0.005
C 2.682 -1.665 2.826
C 2.130 -0.309 3.290
C 2.780 0.920 2.637
C 0.631 -0.257 3.167
C -0.208 -0.191 4.273
C -1.499 -0.143 3.784
C -2.777 -0.078 4.571
C -2.792 1.179 5.446
C -2.929 -1.340 5.425
N -1.416 -0.178 2.450
N -0.116 -0.265 2.039
B -2.523 -0.014 1.399
N -2.452 -1.234 0.490
N -1.320 -1.544 -0.198
C -1.582 -2.642 -0.932
C -2.887 -3.049 -0.651
C -3.406 -2.140 0.242
C -4.790 -2.098 0.825
C -5.375 -3.504 0.945
C -5.681 -1.204 -0.041
C -0.695 -3.443 -1.863
C -1.503 -3.843 -3.105
C 0.609 -2.808 -2.320
N -2.195 1.281 0.633
N -0.970 1.329 0.062
C -0.766 2.557 -0.428
C -1.904 3.311 -0.168
C -2.793 2.479 0.495
C -4.172 2.933 0.913
C -4.826 2.257 2.116
C -5.108 2.906 -0.303
C 0.503 3.023 -1.086
C 1.183 4.088 -0.218
C 0.207 3.575 -2.482
H 3.722 -1.582 2.501
H 2.102 -2.057 1.998
H 2.632 -2.393 3.636
H 2.324 -0.234 4.360
H 2.431 1.046 1.615
H 3.867 0.823 2.623
H 2.524 1.821 3.197
H 0.103 -0.173 5.305
H -3.618 -0.031 3.881
H -2.018 1.121 6.214
H -3.757 1.283 5.946
H -2.611 2.079 4.857
H -2.146 -1.389 6.185
H -2.863 -2.242 4.814
H -3.894 -1.340 5.933
H -3.591 0.049 1.897
H -3.390 -3.907 -1.062
H -4.734 -1.666 1.826
H -5.563 -3.938 -0.039
H -6.328 -3.462 1.474
H -4.708 -4.170 1.494
H -5.781 -1.629 -1.042
H -5.246 -0.210 -0.145
H -6.677 -1.106 0.395
H -0.454 -4.355 -1.308
H -1.901 -2.949 -3.590
H -2.334 -4.506 -2.869
H -0.854 -4.360 -3.814
H 0.451 -2.173 -3.192
H 1.317 -3.587 -2.606
H 1.070 -2.201 -1.557
H -2.067 4.347 -0.415
H -4.026 3.982 1.181
H -5.231 1.278 1.861
H -5.658 2.877 2.452
H -4.133 2.143 2.951
H -5.236 1.888 -0.673
H -4.712 3.509 -1.121
H -6.089 3.296 -0.027
H 1.167 2.166 -1.179
H 0.528 4.948 -0.071
H 2.095 4.445 -0.704
H 1.440 3.693 0.769
H -0.419 4.468 -2.411
H -0.315 2.850 -3.101
H 1.134 3.850 -2.990
C 6.762 0.059 2.279
O 6.131 0.713 1.182
C 6.915 1.320 0.266
C 8.305 1.300 0.269
C 9.017 2.003 -0.695
C 8.358 2.740 -1.668
C 6.974 2.734 -1.692
C 6.259 2.009 -0.754
N 4.828 2.042 -0.812
C 3.957 1.068 -0.718
C 4.153 -0.322 -0.700
C 5.354 -0.966 -1.115
C 5.463 -2.318 -1.082
C 4.373 -3.084 -0.596
C 3.199 -2.503 -0.212
C 3.032 -1.097 -0.277
O 1.949 -0.501 0.101
H 5.960 -0.258 2.939
H 7.424 0.742 2.813
H 7.320 -0.816 1.941
H 8.838 0.739 1.023
H 10.098 1.974 -0.676
H 8.912 3.305 -2.404
H 6.436 3.287 -2.453
H 4.436 2.964 -0.947
H 2.928 1.407 -0.661
H 6.168 -0.368 -1.504
H 6.363 -2.808 -1.427
H 4.475 -4.160 -0.525
H 2.379 -3.101 0.160
O -1.770 0.058 -2.427
C -0.583 0.038 -2.670
O 0.396 0.008 -1.769
C -0.076 0.044 -4.077
C 1.274 0.185 -4.366
C 1.737 0.194 -5.687
C 0.794 0.046 -6.670
O 0.988 0.022 -8.017
C -0.298 -0.214 -8.603
O -1.259 -0.240 -7.545
C -0.551 -0.108 -6.384
C -1.025 -0.109 -5.103
H 1.975 0.281 -3.547
H 2.785 0.309 -5.928
H -0.293 -1.175 -9.117
H -0.535 0.594 -9.293
H -2.075 -0.214 -4.867
```

Output
**Electronic energy**: -4147.84807 a.u.
**Gap between HOMO and LUMO (spin up / spin down)**: 6.57 / 6.61 eV
**HOMO energy (spin up / spin down)**: -9.94 / -9.94 eV
**M**: 916.84 g/mol
**Charge**: +1

Here are the Mulliken charges for atoms 1 to 6, given in e: number 1, Co, carries -1.16; number 2, C, carries -1.12; number 3, C, carries 0.51; number 4, C, carries -1.08; number 5, C, carries -0.26; number 6, C, carries -0.80